The following is a quantum chemistry calculation of 2 unconnected molecules or ions with the total composition C6H16 in a non-equilibrium geometry, from OMol25.

HOMO level	-10.994	eV
structure (SMILES)	CCC.CCC
energy relative to the best compared isomer or geometry (same formula, charge and spin)	36.9	kcal per mole
gap between HOMO and LUMO	12.178	eV

XYZ file:
```
22
Properties=species:S:1:pos:R:3:forces:R:3
C 0.94203 1.52134 -1.61173 -1.3 1.2 -0.2
C 1.68815 1.65550 -0.25412 -0.9 -0.3 -0.9
C 2.09113 0.32663 0.39234 -1.5 -0.9 0.3
H 0.02554 0.95600 -1.46926 0.3 -1.1 -0.1
H 0.40634 2.45246 -1.92332 0.9 0.1 0.7
H 1.45115 1.29778 -2.54533 0.5 -0.8 0.3
H 0.85482 2.09009 0.33531 1.2 0.5 0.3
H 2.56203 2.26955 -0.42792 -0.1 0.6 0.5
H 2.99496 0.18835 0.95504 0.7 0.9 0.2
H 2.13680 -0.45310 -0.34700 0.0 -0.4 -0.6
H 1.29592 -0.01277 1.09374 0.5 0.2 -0.4
C -1.50289 -1.66164 -0.56134 0.3 -1.4 -1.5
C -1.38104 -1.58044 0.97448 0.8 0.2 -1.3
C -1.48832 -0.06056 1.33009 -2.2 -3.2 2.0
H -2.29167 -2.36285 -0.83076 -0.4 0.0 0.1
H -0.68921 -2.10029 -1.16687 0.3 0.2 0.8
H -1.74161 -0.75664 -1.13222 0.0 0.3 0.7
H -2.15830 -2.30206 1.33723 0.4 1.3 0.4
H -0.41516 -1.96040 1.38455 -0.5 0.1 -0.6
H -2.52813 0.17321 1.07421 0.6 1.0 -0.8
H -1.62094 -0.16972 2.41191 0.8 1.1 0.3
H -0.63159 0.48957 0.98096 -0.3 0.4 -0.1
```
Forces are in eV/Å.


The following is a quantum chemistry calculation of 2 unconnected molecules or ions with the total composition C6H14N2O2 in a non-equilibrium geometry, from OMol25.

HOMO level	-9.340	eV
structure (SMILES)	CNC(C)=O.CNC(C)=O
energy relative to the best compared isomer or geometry (same formula, charge and spin)	63.9	kcal per mole
gap between HOMO and LUMO	9.869	eV

XYZ file:
```
24
Properties=species:S:1:pos:R:3:forces:R:3
C 2.01485 2.31658 0.24498 3.1 -0.3 2.1
N 1.20336 2.05856 1.46387 -2.8 1.2 -0.2
C 1.21609 0.76708 2.01122 -1.1 1.0 0.0
C 0.19765 0.37320 3.09517 0.6 0.8 1.1
O 2.01550 -0.04349 1.63772 1.0 -0.9 -0.4
H 3.13388 2.74210 0.53902 -3.1 -0.3 -0.8
H 2.32091 1.38123 -0.18776 -0.2 -0.8 0.0
H 1.49352 2.80094 -0.54530 -0.4 1.1 -0.1
H 0.26181 2.65706 1.56300 3.1 -2.0 -0.2
H -0.31919 -0.57263 2.77728 -0.4 1.5 -0.1
H 0.79877 -0.08157 3.93092 -0.3 0.9 -0.6
H -0.35096 1.32313 3.51177 0.4 -2.3 -0.9
C -2.95157 -0.71770 -0.75222 -1.2 -3.2 -4.2
N -1.53791 -0.57132 -1.01458 0.4 2.0 0.9
C -0.95504 -1.25409 -2.06442 0.4 1.0 2.7
C 0.53168 -1.10005 -2.16621 0.8 -4.0 -1.2
O -1.66370 -2.02145 -2.60994 -1.2 -2.1 -3.1
H -3.36698 -0.27464 0.08959 -0.1 1.2 1.5
H -3.65298 -0.50100 -1.69777 1.8 0.1 1.9
H -3.10401 -1.82904 -0.70320 -0.3 0.7 0.4
H -0.97993 -0.37581 -0.19492 0.2 0.3 -0.4
H 0.94577 -0.19101 -2.32851 0.7 3.4 0.5
H 1.07841 -1.62464 -3.01411 -1.6 0.0 0.6
H 0.94641 -1.65537 -1.31841 0.1 0.7 0.3
```
Forces are in eV/Å.


For reference, E by record: -6480.0572 -13522.8535 eV.